ORCA calculation (wB97M-V/def2-TZVPD) on a molecular structure, C6H10O2S5 at a distorted geometry.

The geometry in XYZ format:
```
23
Properties=species:S:1:pos:R:3:forces:R:3
C 3.62114 -3.34462 -0.61311 -0.027 -1.104 -1.817
C 2.12348 -3.52883 -1.35130 -0.050 -2.504 1.322
C 1.55290 -1.18365 -2.11151 0.905 -2.753 3.174
C -0.97220 1.63433 1.79767 -0.368 -1.515 0.564
C -2.93013 2.46132 0.87041 -0.301 2.374 -2.253
C -4.01123 3.67880 1.37483 1.804 0.048 -0.279
H 4.36501 -3.27451 -1.51363 -1.335 0.426 1.669
H 3.79518 -2.55643 0.16235 -0.537 -0.485 -1.098
H 3.96323 -4.30376 -0.13599 -0.886 0.643 -0.393
H 1.11597 -3.70678 -0.62774 3.060 0.500 -1.634
H 2.22972 -4.53719 -2.07772 -0.328 2.786 2.173
H -1.97657 2.98531 -0.00411 -3.587 -1.362 2.449
H -3.33294 1.39852 0.42471 0.410 3.001 0.842
H -3.53550 4.44176 2.13237 -0.209 -1.811 -1.538
H -4.36405 4.33918 0.52981 0.218 -1.188 0.733
H -4.82776 3.23748 1.94861 -0.094 -0.093 -0.435
O 1.79320 -2.52129 -2.29508 0.106 1.350 -0.298
O -2.20363 2.15503 2.02223 1.775 -0.404 -0.272
S 0.94521 -0.33071 -3.26919 -0.366 1.400 -0.668
S 1.89975 -0.74226 -0.16267 -0.663 1.045 -2.144
S 1.52263 1.32200 -0.10187 -1.171 -1.483 -0.023
S -0.60334 1.45707 -0.04895 1.807 0.221 1.258
S -0.17009 0.91923 3.04988 -0.165 0.906 -1.332
```
Forces are in eV/Å.

- calculated total energy (eV) = -64650.2173
- LUMO level (eV) = -0.17
- HOMO (eV) = -8.80
- 2S+1 = 1